ORCA calculation (the ωB97M-V functional and the def2-TZVPD basis) on the molecule C24H26N2O5.

Output
Frontier orbital gap   0.3081 Ha
LUMO   0.103 eV
ΔE to the lowest compared entry with this formula, charge and spin   153.51 kJ/mol
E_HOMO   -8.280 eV

Last column: Löwdin charge in e.
Geometry (Å):
C (-7.612, -2.748, -0.551)  -0.03
C (-6.639, -1.688, -0.131)  -0.13
C (-5.829, -1.014, -0.986)  -0.16
C (-5.829, -1.272, -2.461)  -0.02
C (-4.935, -0.007, -0.464)  -0.11
C (-4.056, 0.751, -1.245)  0.00
C (-3.236, 1.708, -0.691)  0.00
C (-3.274, 1.947, 0.685)  -0.25
O (-2.510, 2.873, 1.333)  -0.05
C (-1.739, 3.767, 0.560)  -0.09
C (-0.502, 3.127, -0.094)  -0.46
O (-0.037, 3.565, -1.122)  0.08
N (-0.033, 2.084, 0.627)  0.15
C (1.080, 1.269, 0.387)  -0.21
C (1.330, 0.233, 1.282)  -0.02
C (2.425, -0.591, 1.104)  -0.04
C (3.285, -0.405, 0.030)  -0.23
C (4.480, -1.295, -0.181)  -0.16
N (5.653, -0.497, -0.499)  -0.17
C (6.775, -1.247, -1.035)  -0.16
C (7.555, -2.004, 0.048)  -0.20
O (7.997, -1.126, 1.062)  -0.13
C (6.911, -0.437, 1.647)  -0.19
C (6.113, 0.344, 0.595)  -0.15
C (3.023, 0.628, -0.862)  -0.02
C (1.936, 1.463, -0.693)  0.01
C (-4.127, 1.201, 1.486)  0.09
C (-4.948, 0.236, 0.919)  -0.18
O (-5.754, -0.451, 1.755)  0.14
C (-6.613, -1.414, 1.306)  -0.40
O (-7.295, -1.978, 2.127)  0.12
H (-8.128, -3.116, 0.332)  0.08
H (-7.100, -3.581, -1.030)  0.09
H (-8.349, -2.348, -1.245)  0.09
H (-4.839, -1.590, -2.784)  0.10
H (-6.084, -0.359, -2.999)  0.10
H (-6.545, -2.041, -2.727)  0.07
H (-4.011, 0.586, -2.309)  0.11
H (-2.566, 2.259, -1.331)  0.11
H (-1.391, 4.531, 1.263)  0.14
H (-2.337, 4.259, -0.215)  0.14
H (-0.561, 1.853, 1.461)  0.15
H (0.668, 0.078, 2.122)  0.11
H (2.610, -1.387, 1.811)  0.11
H (4.611, -1.945, 0.700)  0.11
H (4.289, -1.944, -1.043)  0.13
H (6.418, -1.942, -1.797)  0.12
H (7.448, -0.524, -1.507)  0.13
H (8.454, -2.461, -0.369)  0.12
H (6.925, -2.794, 0.486)  0.12
H (7.346, 0.242, 2.383)  0.12
H (6.255, -1.151, 2.169)  0.12
H (5.252, 0.828, 1.058)  0.12
H (6.760, 1.113, 0.162)  0.13
H (3.696, 0.779, -1.691)  0.12
H (1.746, 2.263, -1.388)  0.10
H (-4.162, 1.374, 2.549)  0.14

ORCA calculation (the ωB97M-V functional and the def2-TZVPD basis) on the molecule C24H26N2O6S.

Output
Frontier orbital gap   0.3079 Ha
LUMO   0.644 eV
ΔE to the lowest compared entry with this formula, charge and spin   37.48 kJ/mol
E_HOMO   -7.734 eV

Last column: Löwdin charge in e.
Geometry (Å):
C (2.165, 1.854, -1.940)  -0.05
C (3.035, 1.417, -0.767)  -0.22
O (2.299, 0.725, 0.226)  -0.08
C (1.753, -0.492, -0.057)  -0.21
C (2.198, -1.339, -1.066)  -0.01
C (1.646, -2.598, -1.229)  -0.07
C (0.638, -3.034, -0.390)  -0.07
C (0.167, -2.194, 0.602)  -0.02
C (0.701, -0.924, 0.770)  -0.21
N (0.163, -0.127, 1.807)  -0.17
C (-0.111, 1.272, 1.563)  -0.09
C (-0.988, 1.445, 0.322)  -0.42
O (-0.826, 2.365, -0.453)  0.07
N (-1.924, 0.478, 0.221)  0.17
C (-2.822, 0.216, -0.815)  -0.13
C (-3.039, 1.097, -1.863)  0.06
C (-3.949, 0.776, -2.865)  -0.27
O (-4.228, 1.572, -3.935)  -0.08
C (-3.561, 2.808, -4.037)  -0.09
C (-4.637, -0.432, -2.800)  -0.01
C (-4.422, -1.312, -1.754)  -0.02
C (-3.517, -1.004, -0.752)  -0.21
O (-3.223, -1.800, 0.329)  -0.11
C (-3.852, -3.054, 0.423)  -0.08
S (0.772, -0.493, 3.329)  0.70
O (0.666, -1.910, 3.507)  -0.26
O (0.104, 0.368, 4.260)  -0.27
C (2.491, -0.035, 3.173)  -0.27
C (2.869, 1.267, 3.430)  -0.06
C (4.173, 1.652, 3.167)  -0.07
C (5.071, 0.735, 2.645)  -0.07
C (4.679, -0.571, 2.396)  -0.06
C (3.376, -0.962, 2.659)  -0.06
H (2.731, 2.513, -2.591)  0.08
H (1.288, 2.381, -1.570)  0.06
H (1.828, 0.994, -2.514)  0.07
H (3.421, 2.292, -0.236)  0.13
H (3.890, 0.818, -1.104)  0.12
H (2.999, -1.030, -1.719)  0.11
H (2.017, -3.238, -2.015)  0.11
H (0.213, -4.018, -0.512)  0.10
H (-0.618, -2.507, 1.270)  0.11
H (-0.646, 1.634, 2.446)  0.13
H (0.794, 1.874, 1.427)  0.13
H (-1.909, -0.241, 0.934)  0.14
H (-2.482, 2.017, -1.873)  0.09
H (-3.932, 3.267, -4.952)  0.09
H (-2.477, 2.675, -4.110)  0.10
H (-3.788, 3.458, -3.186)  0.10
H (-5.341, -0.671, -3.580)  0.12
H (-4.971, -2.240, -1.735)  0.11
H (-4.939, -2.953, 0.507)  0.10
H (-3.463, -3.510, 1.332)  0.09
H (-3.610, -3.689, -0.435)  0.10
H (2.143, 1.952, 3.839)  0.12
H (4.486, 2.667, 3.363)  0.11
H (6.085, 1.040, 2.432)  0.11
H (5.384, -1.282, 1.993)  0.11
H (3.032, -1.968, 2.478)  0.12

ORCA calculation (the ωB97M-V functional and the def2-TZVPD basis) on a structure of composition C24H26N4PbS2Si.

Output
Frontier orbital gap (spin up / spin down)   0.1385 / 0.1386 Ha
LUMO (spin up / spin down)   -9.374 / -9.373 eV
Net charge   +2
ΔE to the lowest compared entry with this formula, charge and spin   174.83 kJ/mol
E_HOMO (spin up / spin down)   -13.143 / -13.143 eV

Last column: Löwdin charge in e.
Geometry (Å):
C (0.720, -1.086, 1.737)  -0.18
C (0.535, -2.363, 1.124)  -0.19
C (1.338, -2.403, -0.052)  -0.20
H (-0.030, -3.195, 1.548)  0.11
C (2.029, -1.163, -0.153)  -0.17
C (1.654, -0.357, 0.955)  -0.17
H (2.108, 0.598, 1.229)  0.12
H (0.307, -0.766, 2.695)  0.11
H (1.487, -3.263, -0.709)  0.11
H (2.814, -0.919, -0.873)  0.11
Pb (-1.104, -0.573, -0.579)  1.38
C (-2.056, 1.066, -5.209)  -0.15
H (-1.063, 1.491, -5.419)  0.03
H (-2.521, 0.832, -6.172)  0.05
H (-2.639, 1.818, -4.667)  0.00
Si (-1.645, -0.646, -4.022)  0.92
C (-3.308, -1.553, -3.997)  -0.37
C (-3.540, -2.892, -3.591)  -0.10
H (-2.725, -3.488, -3.169)  0.11
C (-4.799, -3.471, -3.794)  -0.05
H (-4.983, -4.510, -3.511)  0.12
C (-5.834, -2.726, -4.378)  -0.03
H (-6.837, -3.148, -4.470)  0.12
C (-5.607, -1.405, -4.779)  -0.04
H (-6.394, -0.812, -5.249)  0.12
C (-4.352, -0.825, -4.587)  -0.10
H (-4.172, 0.181, -4.961)  0.08
C (-0.895, -1.585, -5.517)  -0.31
C (-1.647, -2.449, -6.335)  -0.06
H (-2.661, -2.746, -6.046)  0.10
C (-1.108, -2.930, -7.537)  -0.04
H (-1.696, -3.604, -8.155)  0.12
C (0.189, -2.568, -7.913)  -0.03
H (0.649, -2.995, -8.807)  0.12
C (0.914, -1.647, -7.144)  -0.05
H (1.905, -1.312, -7.445)  0.12
C (0.384, -1.164, -5.935)  -0.11
H (0.946, -0.449, -5.321)  0.10
H (-4.331, 3.361, -6.087)  0.04
H (-3.601, 3.491, -6.046)  0.02
N (1.571, 1.451, -2.057)  0.11
C (0.951, 2.136, -1.071)  -0.69
N (-0.099, 1.690, -0.388)  -0.08
C (-0.436, 2.574, 0.642)  -0.33
C (0.313, 3.734, 0.647)  -0.31
S (1.500, 3.725, -0.609)  1.12
C (-1.374, 2.122, 1.630)  -0.34
C (-1.796, 2.790, 2.764)  -0.32
S (-2.779, 1.777, 3.760)  1.11
C (-2.532, 0.472, 2.620)  -0.68
N (-1.825, 0.796, 1.546)  -0.05
N (-3.023, -0.750, 2.879)  0.12
H (2.421, 1.878, -2.407)  0.11
H (1.487, 0.438, -2.108)  0.06
H (0.175, 4.528, 1.375)  0.09
H (-1.527, 3.820, 2.988)  0.09
H (-3.566, -0.857, 3.727)  0.12
H (-2.761, -1.560, 2.329)  0.11

ORCA calculation (the ωB97M-V functional and the def2-TZVPD basis) on the molecule C24H26N4S.

Output
Frontier orbital gap   0.3054 Ha
LUMO   0.670 eV
E_HOMO   -7.641 eV

Last column: Löwdin charge in e.
Geometry (Å):
C (0.459, 2.122, -2.443)  -0.10
C (0.360, 2.646, -1.016)  -0.22
C (0.524, 1.536, 0.029)  -0.14
N (1.843, 0.961, 0.003)  0.03
C (2.269, -0.216, -0.552)  -0.22
C (1.365, -1.208, -1.225)  -0.19
C (2.163, -2.156, -2.125)  -0.12
C (2.674, -3.200, -1.133)  -0.15
C (1.513, -3.364, -0.152)  -0.17
N (0.779, -2.118, -0.246)  -0.07
C (-0.492, -2.008, 0.155)  -0.57
N (-1.271, -1.010, -0.095)  0.08
C (-2.509, -1.160, 0.473)  -0.34
C (-3.505, -0.114, 0.282)  -0.17
C (-4.670, -0.057, 1.047)  -0.02
C (-5.592, 0.949, 0.842)  -0.04
C (-5.387, 1.928, -0.123)  -0.28
C (-6.408, 3.002, -0.348)  -0.05
C (-4.225, 1.871, -0.882)  -0.04
C (-3.299, 0.868, -0.685)  -0.02
C (-2.671, -2.319, 1.171)  -0.36
S (-1.232, -3.280, 1.138)  1.05
N (3.554, -0.407, -0.423)  0.18
C (4.036, 0.685, 0.246)  -0.22
C (5.329, 1.002, 0.646)  -0.02
C (5.515, 2.191, 1.318)  -0.10
C (4.449, 3.051, 1.594)  -0.10
C (3.159, 2.756, 1.204)  -0.02
C (2.963, 1.563, 0.523)  -0.16
H (0.351, 2.939, -3.153)  0.07
H (-0.325, 1.394, -2.641)  0.06
H (1.424, 1.650, -2.614)  0.07
H (-0.616, 3.110, -0.862)  0.11
H (1.127, 3.406, -0.859)  0.10
H (0.360, 1.955, 1.028)  0.13
H (-0.213, 0.744, -0.131)  0.08
H (0.561, -0.688, -1.752)  0.14
H (2.975, -1.642, -2.632)  0.11
H (1.498, -2.610, -2.861)  0.12
H (2.938, -4.140, -1.612)  0.11
H (3.544, -2.794, -0.621)  0.10
H (1.853, -3.530, 0.875)  0.12
H (0.857, -4.200, -0.432)  0.11
H (-4.849, -0.796, 1.812)  0.11
H (-6.489, 0.979, 1.445)  0.11
H (-7.219, 2.622, -0.969)  0.08
H (-5.967, 3.859, -0.853)  0.07
H (-6.838, 3.331, 0.596)  0.08
H (-4.046, 2.623, -1.639)  0.11
H (-2.403, 0.827, -1.285)  0.09
H (-3.533, -2.685, 1.687)  0.06
H (6.148, 0.333, 0.435)  0.11
H (6.506, 2.470, 1.643)  0.10
H (4.642, 3.971, 2.126)  0.10
H (2.341, 3.425, 1.426)  0.11

Per-record max |F|, eV Å⁻¹: 0.898; 1.025; 5.851; 1.050